Entry 1:
20
Properties=species:S:1:pos:R:3:forces:R:3:lowdin_charge:R:1 method="wB97M-V/def2-TZVPD" homo_ev=-7.94 homo_lumo_gap_ev=8.29 lumo_ev=0.343 molar_mass_g_mol=112.18
C -0.271937 -1.609798 0.118318 -2.60 0.31 -1.01 0.003
C -0.878860 -0.410658 0.394496 0.81 -1.59 0.45 -0.267
C -1.984535 -0.386735 1.413241 0.06 -0.02 0.21 -0.065
C -0.355458 0.869643 -0.045662 1.56 0.90 -0.54 -0.303
N -0.995799 1.997325 0.506678 -0.43 0.23 0.01 0.067
C 0.766979 1.090987 -0.789071 -0.75 0.10 0.17 -0.042
C 1.667595 0.141057 -1.518666 -0.36 -0.36 0.30 -0.323
N 2.382374 -0.655745 -0.519473 -2.66 -2.28 1.95 -0.057
H 0.083307 -1.825126 -0.878053 0.83 0.31 0.00 0.063
H -0.729275 -2.505880 0.519571 0.04 0.02 0.44 0.067
H -1.623930 -0.026879 2.382360 -0.07 0.04 0.01 0.087
H -2.788955 0.276590 1.091641 0.04 -0.04 -0.01 0.086
H -2.386926 -1.387591 1.557254 0.01 0.06 0.02 0.077
H -1.196873 1.935031 1.494604 0.01 -0.03 -0.07 0.074
H -0.519390 2.863845 0.300785 -0.01 -0.11 0.00 0.083
H 1.111281 2.120096 -0.807983 -0.15 0.09 -0.04 0.098
H 1.065305 -0.486595 -2.197558 0.16 0.19 -0.15 0.101
H 2.398898 0.706269 -2.104726 -0.19 -0.12 -0.04 0.104
H 2.771688 -1.478143 -0.973439 0.34 0.09 -0.19 0.046
H 1.484513 -1.227693 0.055684 3.36 2.20 -1.52 0.102

---

Entry 2:
20
Properties=species:S:1:pos:R:3:forces:R:3:lowdin_charge:R:1 method="wB97M-V/def2-TZVPD" homo_ev="-6.88 / -6.44" homo_lumo_gap_ev="7.23 / 6.92" lumo_ev="0.351 / 0.476" molar_mass_g_mol=112.18
C -0.634781 -0.014192 0.518844 -0.25 -0.63 0.13 -0.291
C 0.784263 -1.505804 -1.530322 -1.15 -1.18 -0.61 -0.280
C -1.614268 0.744578 1.391125 0.30 0.13 -0.05 -0.100
N 1.086599 -2.365980 -0.494801 0.11 0.44 0.22 0.093
C -1.126600 -0.428683 -0.750548 -0.08 0.37 0.49 -0.186
C 1.033177 0.940456 0.262288 0.34 -0.61 -0.72 -0.193
C 0.781552 2.271383 0.027941 -0.04 0.48 0.06 -0.042
N -0.372805 -0.925796 -1.731040 1.25 0.11 -0.15 0.025
H -0.119676 -0.778479 1.088321 0.28 0.00 0.03 0.095
H 1.749378 -3.100497 -0.682477 -0.01 0.15 -0.01 0.089
H 0.331245 -2.624530 0.122202 0.04 0.04 -0.07 0.090
H 1.363154 0.295650 -0.607985 -0.73 0.35 0.50 0.072
H 1.431500 -1.609012 -2.396177 0.18 0.14 0.08 0.114
H -2.104496 -0.083930 -1.075987 0.05 0.17 0.04 0.105
H 1.681719 0.720242 1.109204 -0.16 0.01 0.11 0.088
H -2.145978 1.502135 0.815995 -0.08 -0.03 -0.02 0.074
H -1.097141 1.264047 2.197653 0.04 0.00 0.02 0.073
H -2.335550 0.060320 1.844299 -0.03 0.06 -0.08 0.075
H 0.104050 2.587258 -0.752787 0.10 -0.01 -0.20 0.056
H 1.204658 3.050831 0.644250 -0.16 0.01 0.21 0.042

---

Entry 3:
20
Properties=species:S:1:pos:R:3:forces:R:3:lowdin_charge:R:1 method="wB97M-V/def2-TZVPD" smiles=Cc1c[nH]cn1.CC homo_ev=-8.20 homo_lumo_gap_ev=8.95 lumo_ev=0.747 molar_mass_g_mol=112.18
C -0.955076 2.467583 -1.073022 -2.31 0.61 -1.93 -0.072
C 0.091727 1.980694 -0.196518 -2.25 -1.68 2.08 -0.435
C 0.007714 0.892713 0.650564 0.11 -1.35 0.68 -0.115
N 1.233271 0.826981 1.290360 0.22 -1.26 0.87 0.014
C 1.940293 1.973709 0.913022 -0.54 -1.18 -0.26 -0.165
N 1.173326 2.695137 0.072278 3.60 -0.25 0.58 0.082
H -2.005776 1.943819 -1.094962 2.13 0.97 0.65 0.117
H -0.655192 2.454369 -2.126162 0.25 -0.39 -0.03 0.068
H -1.022551 3.549848 -0.926597 -0.63 -0.09 0.29 0.073
H -0.718709 0.077988 0.962472 0.84 2.01 -1.11 0.108
H 1.471629 -0.095559 1.849453 -0.14 3.19 -1.48 0.194
H 3.025384 2.043702 1.157873 -1.31 0.51 -0.18 0.117
C 0.015649 -1.990035 0.116301 -1.39 -1.29 0.32 -0.188
C -0.818968 -3.129273 -0.476900 0.51 -1.71 -1.86 -0.180
H -0.676838 -1.620969 0.874584 -0.03 0.82 -0.48 0.038
H 0.784916 -2.329605 0.820321 0.58 -0.26 -0.96 0.069
H 0.324633 -1.300534 -0.684349 -0.01 -0.03 0.95 0.082
H -1.049203 -3.936312 0.226248 0.22 0.17 0.02 0.062
H -1.772402 -2.888072 -0.947740 -0.25 0.94 0.62 0.057
H -0.393833 -3.616179 -1.407233 0.39 0.29 1.23 0.076

---

Entry 4:
20
Properties=species:S:1:pos:R:3:forces:R:3:lowdin_charge:R:1 method="wB97M-V/def2-TZVPD" homo_ev=-9.41 homo_lumo_gap_ev=10.47 lumo_ev=1.054 molar_mass_g_mol=112.18
C 1.277670 0.443690 1.628229 0.39 -6.81 4.34 -0.197
C 0.990035 0.839654 0.275450 1.94 3.16 -2.44 -0.381
C 0.743376 1.291071 -2.430611 -1.71 0.62 -0.02 -0.092
C -1.055734 -0.189547 0.025201 -1.43 -1.77 -0.39 -0.310
C -1.151994 -1.344550 1.002851 0.16 -2.90 0.24 -0.226
C -1.836033 -1.577792 -0.346003 -2.37 5.74 3.90 -0.096
H 0.245668 -0.078407 2.306934 3.32 2.47 -1.85 0.153
H 1.792368 -0.632744 1.426593 -1.10 1.77 0.43 0.101
H 2.168699 0.737403 2.284276 -1.82 0.99 -0.98 0.082
H 2.090492 1.184865 -0.217651 -3.03 -0.93 1.17 0.144
H 0.268750 1.847160 0.276460 1.81 -2.70 -0.53 0.146
H 0.166657 2.006233 -3.294476 1.89 -2.30 2.39 0.131
H 1.805594 1.511960 -2.122103 -1.07 -0.16 -0.72 0.055
H -1.596607 0.992916 -0.010227 1.79 -4.10 0.31 0.206
H -0.117015 -1.914671 0.995401 -2.37 1.19 0.61 0.126
H -1.882624 -1.696382 1.820189 1.53 1.66 -0.74 0.122
H -2.976953 -1.419467 -0.277791 2.11 -0.79 -0.65 0.124
H -1.299243 -2.115110 -0.977706 1.45 -2.45 -3.25 0.027
N 0.400922 -0.364935 -0.569586 -2.99 7.29 0.24 -0.028
N -0.034026 0.478654 -1.795431 1.49 0.04 -2.06 -0.084

---

Entry 5:
20
Properties=species:S:1:pos:R:3:forces:R:3:lowdin_charge:R:1 method="wB97M-V/def2-TZVPD" smiles=Cc1c[nH]cn1.CC homo_ev=-8.63 homo_lumo_gap_ev=9.46 lumo_ev=0.835 molar_mass_g_mol=112.18
C -1.112848 -2.737357 0.023047 -0.09 1.22 0.13 -0.041
C -0.179273 -1.806935 -0.694652 0.01 -0.55 0.58 -0.376
C 0.937809 -1.236479 -0.163193 -0.35 -0.60 0.04 -0.114
N 1.500498 -0.519643 -1.190872 -0.28 0.45 -0.04 0.041
C 0.648262 -0.643618 -2.254094 1.22 0.27 -0.07 -0.211
N -0.349763 -1.435031 -2.004984 -0.17 -0.01 -0.25 0.105
H -2.042171 -2.188444 0.187354 -0.31 -0.24 -0.29 0.074
H -0.763609 -2.915919 1.042270 0.25 -0.44 -0.25 0.073
H -1.297853 -3.629906 -0.558430 -0.06 -0.28 0.14 0.072
H 1.323945 -1.428335 0.825052 0.35 0.43 -0.15 0.118
H 2.112062 0.277391 -1.132479 0.30 -0.26 0.24 0.142
H 1.004019 -0.182745 -3.171313 -0.78 -0.11 -0.10 0.118
C -0.613170 1.739733 0.752328 -0.07 0.99 -0.20 -0.154
C 0.211290 2.790724 1.507683 -0.64 0.88 0.47 -0.170
H -0.841338 2.127208 -0.245078 0.29 -0.32 -0.12 0.067
H -0.105675 0.785393 0.692051 -0.19 -0.10 -0.12 0.025
H -1.603034 1.644329 1.184667 -0.01 -0.43 0.38 0.060
H 0.652394 3.547812 0.854313 0.39 -0.42 -0.10 0.057
H 0.948597 2.395408 2.200787 0.24 -0.20 -0.22 0.055
H -0.430141 3.416413 2.145545 -0.09 -0.27 -0.07 0.060

---

Entry 6:
21
Properties=species:S:1:pos:R:3:forces:R:3:lowdin_charge:R:1 method="wB97M-V/def2-TZVPD" homo_ev=-7.11 homo_lumo_gap_ev=7.98 lumo_ev=0.869 molar_mass_g_mol=128.17
C 0.218891 1.230670 -0.153872 -1.24 -0.44 0.15 -0.215
C 1.133936 0.336457 -0.962854 -0.15 -0.34 -0.02 -0.118
C 0.704654 -1.613939 0.658563 -0.22 0.16 0.09 -0.010
C 0.595044 1.644827 1.238251 0.04 0.10 0.09 -0.110
C 0.311087 -0.832151 -0.555561 -1.12 -0.80 -0.68 -0.355
C -1.553817 0.074651 -0.024980 1.15 1.85 1.07 -0.202
O -0.870920 -0.729889 -2.496177 -0.06 -0.01 0.31 -0.075
N -0.799563 -1.293040 -1.179693 1.41 -0.02 -0.25 -0.033
N -2.092638 -0.145710 1.086427 -0.09 -0.62 -0.63 0.061
H -1.581473 -1.249288 -2.893192 0.09 0.09 0.08 0.097
H -0.261916 1.994444 -0.751413 0.12 0.10 0.03 0.107
H -1.609451 -0.646082 1.818754 0.19 0.30 0.16 0.038
H 2.162626 0.271285 -0.602269 -0.07 0.02 -0.01 0.120
H 1.102556 0.534734 -2.030559 0.01 -0.03 0.07 0.111
H -1.991155 0.570267 -0.877888 -0.02 -0.41 -0.14 0.108
H 1.649572 -2.118932 0.437268 -0.08 0.02 -0.02 0.100
H -0.048904 -2.357752 0.910795 0.01 0.00 -0.12 0.090
H 0.866350 -0.975554 1.526632 0.06 0.12 -0.04 0.079
H 1.556650 1.236255 1.561118 -0.03 -0.01 -0.07 0.071
H -0.161295 1.335766 1.976213 0.00 -0.04 -0.10 0.064
H 0.669765 2.732981 1.314436 0.01 -0.06 0.02 0.074